# 1
{"formula": "C3H5N3OS", "method": "ωB97M-V/def2-TZVPD", "total_charge": 0, "smiles": "[H]/N=C1\\CSC(=O)NN1", "homo_lumo_gap_ev": 9.96, "lumo_ev": 0.53, "e_tot_ha": -754.98733, "de_lowest_kcal_mol": 32.5, "e_homo_ev": -9.439, "elements": ["C", "C", "C", "H", "H", "H", "H", "H", "N", "N", "N", "O", "S"], "positions_angstrom": [[-0.68989, 0.41952, -0.79065], [-0.93265, 0.56017, 0.69343], [1.17647, -1.08984, 1.13443], [-2.20220, 1.36283, -1.41661], [-1.99311, 0.74266, 0.82166], [-0.31909, 1.35516, 1.07041], [2.36894, -0.14965, -0.14921], [0.46010, -0.80839, -1.89228], [-1.39480, 0.83194, -1.73733], [1.45194, -0.58805, -0.15511], [0.51794, -0.20351, -1.07598], [2.08053, -1.49406, 1.82495], [-0.52417, -0.93878, 1.67229]], "forces_ev_per_a": [[1.208, -0.079, 1.384], [-0.173, -0.554, -0.387], [0.557, 0.304, -0.660], [-0.068, -0.407, -0.007], [-0.020, 0.230, 0.353], [0.060, 0.596, 0.316], [-0.276, 0.071, -0.515], [0.215, 0.258, 0.204], [-0.690, 0.466, -0.687], [-0.060, -0.492, 1.903], [-0.216, -0.481, -1.312], [-0.655, 0.083, -0.112], [0.117, 0.005, -0.478]], "lowdin_charge": [-0.505, -0.378, -0.758, 0.055, 0.076, 0.080, 0.153, 0.149, 0.135, -0.002, 0.002, 0.016, 0.978]}



# 2
{"formula": "C3H5N3OS", "method": "ωB97M-V/def2-TZVPD", "total_charge": 0, "smiles": "[H]/N=C1/NSCC=NO1", "homo_lumo_gap_ev": 9.60, "lumo_ev": 0.27, "e_tot_ha": -754.81058, "de_lowest_kcal_mol": 143.4, "e_homo_ev": -9.330, "elements": ["C", "C", "C", "H", "H", "H", "H", "H", "N", "N", "N", "O", "S"], "positions_angstrom": [[0.86011, 0.06408, -1.43389], [-0.25263, -0.08199, 1.87465], [-1.07589, -0.76905, 0.68797], [0.43755, -0.03519, -3.39819], [0.30000, 2.05024, -0.31846], [-1.03573, 0.52761, 2.61479], [0.35180, -1.09583, 2.38054], [-2.25982, -0.85392, 0.86374], [0.81674, 0.56414, -2.69548], [0.71096, 1.03714, -0.39478], [-0.76635, -1.04520, -0.56477], [0.72693, -1.18704, -0.87553], [1.18634, 0.82500, 1.25938]], "forces_ev_per_a": [[-1.183, 3.812, -3.215], [-0.616, -3.404, 1.050], [-0.741, 0.965, -1.201], [0.253, -1.200, -0.265], [1.064, -2.920, -2.155], [2.266, -1.860, -1.914], [-2.257, 2.964, -0.675], [2.807, 0.284, -0.555], [0.388, -1.240, 5.377], [0.427, 2.798, 1.998], [-0.533, -1.447, 3.284], [-1.582, 1.633, -0.363], [-0.294, -0.386, -1.365]], "lowdin_charge": [-0.524, -0.486, -0.177, 0.021, 0.133, 0.122, 0.138, 0.151, 0.130, -0.339, 0.073, -0.075, 0.833]}



# 3
{"formula": "C3H5N3S", "method": "ωB97M-V/def2-TZVPD", "total_charge": 0, "homo_lumo_gap_ev": 7.58, "lumo_ev": 0.00, "e_tot_ha": -679.62948, "de_lowest_kcal_mol": 97.7, "e_homo_ev": -7.579, "elements": ["C", "C", "C", "N", "N", "N", "S", "H", "H", "H", "H", "H"], "positions_angstrom": [[1.23189, 1.56491, -0.04567], [1.78644, -0.62436, 0.13517], [-0.61732, -0.16839, -0.11207], [2.46866, 1.70244, 0.02960], [0.73950, 0.27188, 0.01813], [2.98715, -0.14318, 0.10938], [4.54853, -0.41548, -0.07819], [0.47026, 2.48054, -0.13981], [1.71491, -1.70682, 0.33408], [-0.88894, -0.17614, 0.98834], [-1.12471, 0.52184, -0.63191], [-0.77015, -1.20279, -0.56397]], "forces_ev_per_a": [[-2.174, 1.245, -0.216], [1.188, -0.259, 0.298], [0.997, -3.115, 3.818], [1.719, -1.441, 0.015], [1.677, -1.320, -0.858], [-2.237, 3.487, -0.391], [0.434, -0.640, 0.232], [1.640, -2.163, 0.203], [-0.628, 0.728, -0.416], [-1.079, -0.376, -1.418], [-2.130, 2.405, -1.804], [0.595, 1.448, 0.538]], "lowdin_charge": [-0.276, -0.183, -0.040, 0.147, -0.157, -0.595, 0.499, 0.172, 0.156, 0.117, 0.036, 0.122]}



# 4
{"formula": "C3H5N3S", "method": "ωB97M-V/def2-TZVPD", "total_charge": 0, "smiles": "[H]/N=c1/cc[nH]n1S", "homo_lumo_gap_ev": 9.17, "lumo_ev": 0.72, "e_tot_ha": -679.66022, "de_lowest_kcal_mol": 78.4, "e_homo_ev": -8.453, "elements": ["C", "C", "C", "H", "H", "H", "H", "H", "N", "N", "N", "S"], "positions_angstrom": [[-0.04134, -0.10539, 1.62841], [-0.97923, -0.78748, 0.83921], [-0.76135, -0.27090, -0.48843], [2.09306, 0.05108, -1.81419], [0.96512, 1.58580, 1.35106], [0.08036, -0.01323, 2.65767], [-1.39852, -1.76695, 1.07790], [-1.25810, -0.46738, -2.62791], [0.35148, 0.72579, -0.38862], [0.91739, 0.70699, 0.95058], [-1.31209, -0.78854, -1.55601], [1.34322, 1.13020, -1.62967]], "forces_ev_per_a": [[-0.517, -0.509, -2.151], [3.232, 1.486, 1.797], [0.736, -0.905, -3.592], [0.230, -0.755, 0.130], [0.196, 2.479, 0.633], [-0.041, -0.635, 1.748], [-0.514, 0.875, -0.038], [0.715, -0.244, 3.714], [-1.219, -0.638, 0.777], [-3.063, -3.726, -1.529], [0.246, 1.487, -0.624], [0.000, 1.085, -0.865]], "lowdin_charge": [-0.072, -0.017, -0.461, -0.150, 0.088, 0.088, 0.111, 0.095, -0.535, -0.001, 0.068, 0.788]}



# 5
{"formula": "C3H5N3S", "method": "ωB97M-V/def2-TZVPD", "total_charge": 0, "smiles": "Nn1ccnc1S", "homo_lumo_gap_ev": 8.97, "lumo_ev": 0.74, "e_tot_ha": -679.73389, "de_lowest_kcal_mol": 32.2, "e_homo_ev": -8.224, "elements": ["C", "C", "C", "H", "H", "H", "H", "H", "N", "N", "N", "S"], "positions_angstrom": [[-1.34909, 0.10031, -0.01908], [-1.29711, -1.26994, -0.06596], [0.74245, -0.60921, -0.00654], [0.19741, 2.29038, -0.81528], [0.32955, 2.22664, 0.86280], [-2.15342, 0.79580, -0.05181], [-2.14015, -1.89426, 0.06304], [2.68469, -1.74675, 0.07360], [0.50279, 1.76518, -0.01374], [-0.04683, 0.48339, -0.00300], [0.02718, -1.71288, 0.01138], [2.50253, -0.42864, -0.03539]], "forces_ev_per_a": [[-0.140, -1.247, -0.392], [0.960, 0.968, 0.958], [-0.081, -0.758, 0.127], [-0.181, 0.144, -0.048], [-0.165, 0.251, 0.066], [-0.318, 0.305, 0.054], [-0.429, -0.805, -0.241], [0.000, -0.129, -0.018], [0.179, -0.421, 0.034], [1.086, 1.242, -0.146], [-0.487, 0.445, -0.468], [-0.424, 0.007, 0.073]], "lowdin_charge": [-0.078, -0.141, -0.731, 0.095, 0.095, 0.102, 0.080, -0.133, 0.084, -0.210, 0.048, 0.788]}



# 6
{"formula": "C3H5N3S2", "method": "ωB97M-V/def2-TZVPD", "total_charge": 0, "smiles": "[H]/N=C(/NN=C)SC=S", "homo_lumo_gap_ev": 8.47, "lumo_ev": -0.33, "e_tot_ha": -1077.86922, "de_lowest_kcal_mol": 55.1, "e_homo_ev": -8.801, "elements": ["C", "C", "C", "H", "H", "H", "H", "H", "N", "N", "N", "S", "S"], "positions_angstrom": [[0.87947, -0.68953, -2.13266], [0.54901, 0.32115, 1.13439], [-2.21686, 0.51908, 0.53881], [1.96150, -0.83945, -2.03726], [0.47047, -0.73829, -3.13204], [1.69247, -0.98828, 0.18183], [1.05720, 1.06587, 2.77772], [-2.16291, -0.50954, 0.75374], [0.15398, -0.48302, -1.10395], [0.79187, -0.54996, 0.07050], [1.22282, 0.22997, 2.21164], [-0.86427, 1.51249, 0.88046], [-3.53475, 1.14950, -0.14317]], "forces_ev_per_a": [[0.274, -0.250, 0.386], [-1.195, -0.463, -0.001], [-0.390, 0.905, -0.803], [-0.140, -0.105, 0.004], [-0.373, 0.151, 0.175], [0.351, -0.245, -0.422], [-0.246, -0.578, 0.235], [0.311, -1.234, 0.374], [-0.097, 0.220, -1.569], [0.281, 0.651, 2.281], [0.056, 0.910, -1.070], [1.337, 0.011, 0.237], [-0.169, 0.028, 0.174]], "lowdin_charge": [-0.013, -0.646, -1.105, 0.077, 0.067, 0.133, 0.041, -0.001, -0.051, -0.069, 0.078, 0.878, 0.611]}



What is the formula in the second record?
C3H5N3OS



Please write out number 4 again, unchanged.
{"formula": "C3H5N3S", "method": "ωB97M-V/def2-TZVPD", "total_charge": 0, "smiles": "[H]/N=c1/cc[nH]n1S", "homo_lumo_gap_ev": 9.17, "lumo_ev": 0.72, "e_tot_ha": -679.66022, "de_lowest_kcal_mol": 78.4, "e_homo_ev": -8.453, "elements": ["C", "C", "C", "H", "H", "H", "H", "H", "N", "N", "N", "S"], "positions_angstrom": [[-0.04134, -0.10539, 1.62841], [-0.97923, -0.78748, 0.83921], [-0.76135, -0.27090, -0.48843], [2.09306, 0.05108, -1.81419], [0.96512, 1.58580, 1.35106], [0.08036, -0.01323, 2.65767], [-1.39852, -1.76695, 1.07790], [-1.25810, -0.46738, -2.62791], [0.35148, 0.72579, -0.38862], [0.91739, 0.70699, 0.95058], [-1.31209, -0.78854, -1.55601], [1.34322, 1.13020, -1.62967]], "forces_ev_per_a": [[-0.517, -0.509, -2.151], [3.232, 1.486, 1.797], [0.736, -0.905, -3.592], [0.230, -0.755, 0.130], [0.196, 2.479, 0.633], [-0.041, -0.635, 1.748], [-0.514, 0.875, -0.038], [0.715, -0.244, 3.714], [-1.219, -0.638, 0.777], [-3.063, -3.726, -1.529], [0.246, 1.487, -0.624], [0.000, 1.085, -0.865]], "lowdin_charge": [-0.072, -0.017, -0.461, -0.150, 0.088, 0.088, 0.111, 0.095, -0.535, -0.001, 0.068, 0.788]}